(1)
The following is a DFT calculation (ωB97M-V with the def2-TZVPD basis set) of a 2-piece molecular cluster, C2H6O2Si overall.

Geometry as ORCA input:
```
! wB97M-V def2-TZVPD RIJCOSX def2/J DEFGRID3
* xyz 0 1
C 1.73 1.10 1.30
C 0.50 0.60 1.53
O 0.89 -2.05 -1.68
O 0.80 -1.11 -0.67
Si -0.28 -0.70 0.38
H 2.31 1.88 1.96
H 2.36 0.90 0.34
H -0.14 0.90 2.31
H -1.13 -0.68 -2.73
H -1.75 -1.08 -2.69
H -1.66 -1.43 0.48
*
```

Output
LUMO energy (spin up / spin down) ... -1.2 / -1.2 eV
Molar mass ... 90.15 Da
Energy above the lowest of the compared OMol25 structures with the same formula, charge and spin ... 784.97 kJ/mol
Total energy ... -519.5238 hartree
HOMO-LUMO gap (spin up / spin down) ... 0.249 / 0.249 hartree
HOMO level (spin up / spin down) ... -0.2924 / -0.2926 Eh

***

(2)
The following is a DFT calculation (ωB97M-V with the def2-TZVPD basis set) of C20H34B2KO11RbS as an isolated structure.

Geometry as ORCA input:
```
! wB97M-V def2-TZVPD RIJCOSX def2/J DEFGRID3
* xyz -1 2
Rb 6.60 0.79 -0.55
K -1.09 5.12 0.36
B 4.78 -0.99 4.10
H 3.92 -0.79 3.48
H 4.85 -0.17 4.80
H 4.87 -1.94 4.61
H 5.59 -0.96 3.39
B 6.41 3.29 1.43
H 5.39 2.96 1.53
H 6.61 3.82 2.35
H 7.13 2.48 1.35
H 6.49 3.91 0.55
C 0.39 0.42 0.97
C 1.63 -0.21 1.17
C 2.97 0.49 0.42
O 3.90 -0.26 0.16
C 2.74 1.87 -0.08
C 1.48 2.42 -0.11
C 0.31 1.61 0.44
O -0.87 2.01 0.22
O 1.40 3.73 -0.41
O 1.82 -1.24 1.83
H -0.46 -0.15 1.29
H 3.58 2.42 -0.48
C 0.56 0.80 -3.03
S 1.06 2.35 -3.90
O 1.13 2.11 -5.45
C -0.55 3.08 -3.57
H -0.07 0.25 -3.73
H 0.07 0.93 -2.07
H 1.40 0.17 -2.72
H -0.64 4.03 -4.09
H -0.74 3.30 -2.52
H -1.35 2.39 -3.85
O -1.37 -0.06 4.55
C -2.24 0.27 3.76
O -2.90 -0.62 3.07
C -3.55 0.08 1.97
C -3.79 1.46 2.44
C -2.59 1.67 3.37
H -4.47 -0.49 1.85
H -3.18 0.11 0.94
H -4.73 1.50 2.98
H -3.90 2.09 1.56
H -2.98 2.32 4.15
H -1.78 2.19 2.85
O -4.01 -2.84 -0.21
C -3.92 -1.88 -1.00
O -4.90 -1.52 -1.68
C -4.64 -0.38 -2.56
C -3.30 0.11 -2.16
C -2.65 -1.08 -1.44
H -5.36 0.43 -2.62
H -4.63 -0.77 -3.58
H -3.40 0.90 -1.41
H -2.76 0.66 -2.93
H -2.12 -0.82 -0.53
H -2.11 -1.77 -2.09
O 2.46 -3.20 -1.09
C 1.32 -3.71 -1.04
O 0.94 -4.70 -1.93
C -0.25 -5.35 -1.50
C -0.91 -4.40 -0.58
C 0.21 -3.50 0.06
H -0.15 -6.30 -0.97
H -0.92 -5.45 -2.36
H -1.52 -4.88 0.18
H -1.56 -3.76 -1.18
H 0.57 -3.88 1.02
H -0.18 -2.49 0.21
*
```

Output
LUMO energy (spin up / spin down) ... 0.4 / -0.7 eV
Molar mass ... 628.74 Da
Total energy ... -2681.7120 hartree
HOMO-LUMO gap (spin up / spin down) ... 0.176 / 0.134 hartree
⟨S²⟩ ... 0.754
HOMO level (spin up / spin down) ... -0.1631 / -0.1605 Eh

***

(3)
The following is a DFT calculation (ωB97M-V with the def2-TZVPD basis set) of the molecule CH2FNO2.

Geometry as ORCA input:
```
! wB97M-V def2-TZVPD RIJCOSX def2/J DEFGRID3
* xyz 0 1
O 1.60 -1.06 -1.77
N 1.35 -0.78 -0.63
O 2.04 -1.07 0.60
C 0.07 0.00 -0.42
F -0.40 0.29 -1.63
H -0.74 -0.52 0.12
H 0.48 0.94 0.22
*
```

Output
LUMO energy (spin up / spin down) ... -1.0 / -1.0 eV
Molar mass ... 79.03 Da
Energy above the lowest of the compared OMol25 structures with the same formula, charge and spin ... 277.27 kJ/mol
Total energy ... -344.2428 hartree
HOMO-LUMO gap (spin up / spin down) ... 0.379 / 0.379 hartree
HOMO level (spin up / spin down) ... -0.4155 / -0.4155 Eh
SMILES ... O=[N+]([O-])CF

***

(4)
The following is a DFT calculation (ωB97M-V with the def2-TZVPD basis set) of the molecule C5H8O.

Geometry as ORCA input:
```
! wB97M-V def2-TZVPD RIJCOSX def2/J DEFGRID3
* xyz 0 1
C -2.12 0.12 0.44
C -0.68 0.59 0.33
O -0.31 1.64 0.82
C 0.26 -0.33 -0.38
C 1.54 0.26 -0.91
C 1.59 -0.59 0.31
H -2.52 -0.12 -0.55
H -2.15 -0.80 1.04
H -2.73 0.89 0.92
H -0.19 -1.15 -0.92
H 1.66 1.33 -0.77
H 1.93 -0.14 -1.84
H 1.99 -1.60 0.23
H 1.74 -0.10 1.26
*
```

Output
LUMO energy ... 1.1 eV
Molar mass ... 84.12 Da
Energy above the lowest of the compared OMol25 structures with the same formula, charge and spin ... 77.63 kJ/mol
Total energy ... -270.5283 hartree
HOMO-LUMO gap ... 0.395 hartree
HOMO level ... -0.3548 Eh
SMILES ... CC(=O)C1CC1

***

(5)
The following is a DFT calculation (ωB97M-V with the def2-TZVPD basis set) of a 2-piece molecular cluster, C5H13NO overall.

Geometry as ORCA input:
```
! wB97M-V def2-TZVPD RIJCOSX def2/J DEFGRID3
* xyz 0 1
C -1.98 1.11 0.63
C -1.30 0.53 -0.64
C -0.11 1.35 -1.04
N -0.41 2.33 -1.96
O 0.99 1.23 -0.55
H -3.00 1.40 0.44
H -1.40 1.91 1.06
H -2.04 0.32 1.37
H -1.03 -0.51 -0.43
H -2.02 0.46 -1.44
H 0.19 3.08 -2.24
H -1.24 2.20 -2.51
C 2.15 -2.78 1.55
C 0.66 -3.20 1.67
H 2.76 -3.58 1.98
H 2.52 -2.67 0.53
H 2.27 -1.83 2.05
H 0.06 -2.33 1.91
H 0.55 -3.88 2.50
H 0.29 -3.65 0.74
*
```

Output
LUMO energy ... 0.9 eV
Molar mass ... 103.16 Da
Energy above the lowest of the compared OMol25 structures with the same formula, charge and spin ... 39.12 kJ/mol
Total energy ... -328.3039 hartree
HOMO-LUMO gap ... 0.392 hartree
HOMO level ... -0.3591 Eh
SMILES ... CCC(N)=O.CC

***

(6)
The following is a DFT calculation (ωB97M-V with the def2-TZVPD basis set) of C8H18InNO7P as an isolated structure.

Geometry as ORCA input:
```
! wB97M-V def2-TZVPD RIJCOSX def2/J DEFGRID3
* xyz -1 1
N -0.50 -0.91 1.92
P 0.52 0.16 1.25
In -0.10 2.65 1.56
O 1.66 3.74 1.63
H -0.01 -1.50 2.58
H 0.74 -0.14 -0.12
H 1.87 -0.04 1.67
H -0.80 2.72 3.15
H -1.14 3.20 0.27
H 1.78 4.23 0.81
C 0.93 4.60 -5.21
C 0.67 3.32 -4.46
C -0.65 3.25 -3.71
O -0.33 2.41 -2.60
C 1.00 2.52 -2.36
O 1.55 2.11 -1.39
O 1.61 3.17 -3.39
H 1.89 4.56 -5.72
H 0.15 4.75 -5.96
H 0.93 5.44 -4.52
H 0.78 2.45 -5.12
H -1.46 2.80 -4.27
H -0.95 4.23 -3.34
C -0.38 -3.80 4.31
C -0.29 -4.40 2.93
C -1.48 -4.15 2.03
O -1.50 -5.34 1.22
C -0.91 -6.33 1.90
O -0.92 -7.48 1.59
O -0.29 -5.85 3.00
H 0.51 -4.01 4.89
H -0.49 -2.72 4.22
H -1.25 -4.20 4.83
H 0.63 -4.10 2.43
H -1.37 -3.26 1.41
H -2.41 -4.10 2.60
*
```

Output
LUMO energy ... 2.4 eV
Molar mass ... 386.02 Da
Total energy ... -1428.5679 hartree
HOMO-LUMO gap ... 0.233 hartree
HOMO level ... -0.1451 Eh

***

(7)
The following is a DFT calculation (ωB97M-V with the def2-TZVPD basis set) of the molecule CH4BBr.

Geometry as ORCA input:
```
! wB97M-V def2-TZVPD RIJCOSX def2/J DEFGRID3
* xyz 0 1
B 0.76 -0.18 -0.26
C -0.55 0.43 0.14
Br -0.68 -1.45 0.71
H 1.77 0.07 0.49
H -1.19 0.56 -0.72
H -0.82 1.16 0.95
H 0.70 -0.58 -1.30
*
```

Output
LUMO energy ... 0.6 eV
Molar mass ... 106.76 Da
Energy above the lowest of the compared OMol25 structures with the same formula, charge and spin ... 188.51 kJ/mol
Total energy ... -2639.3133 hartree
HOMO-LUMO gap ... 0.419 hartree
HOMO level ... -0.3985 Eh

***

(8)
The following is a DFT calculation (ωB97M-V with the def2-TZVPD basis set) of C12H11Cl3MnO2 as an isolated structure.

Geometry as ORCA input:
```
! wB97M-V def2-TZVPD RIJCOSX def2/J DEFGRID3
* xyz -1 5
C 0.77 -1.34 -0.09
C 0.81 -1.83 -1.43
C -0.53 -2.06 -1.86
H 1.71 -2.04 -2.01
C -1.40 -1.69 -0.79
C -0.60 -1.26 0.30
H -0.96 -0.96 1.28
H 1.63 -1.10 0.52
H -0.84 -2.46 -2.82
H -2.49 -1.78 -0.79
Mn 0.28 1.19 -1.74
Cl 2.34 1.51 -0.85
C 0.06 2.53 -3.34
C -1.16 1.75 -3.40
C -0.83 0.43 -3.80
H -2.17 2.16 -3.30
C 0.59 0.31 -3.83
C 1.15 1.62 -3.62
H 2.20 1.89 -3.73
H 0.12 3.61 -3.24
H -1.55 -0.35 -4.07
H 1.16 -0.58 -4.07
Cl -2.87 4.12 -0.98
C -3.48 2.55 -0.47
Cl -4.41 1.71 -1.73
C -2.35 1.58 -0.02
O -2.74 0.68 0.72
O -1.17 1.84 -0.44
H -4.14 2.71 0.40
*
```

Output
LUMO energy (spin up / spin down) ... 0.9 / 2.8 eV
Molar mass ... 348.51 Da
Energy above the lowest of the compared OMol25 structures with the same formula, charge and spin ... 16.88 kJ/mol
Total energy ... -3145.9626 hartree
HOMO-LUMO gap (spin up / spin down) ... 0.151 / 0.222 hartree
⟨S²⟩ ... 6.294
HOMO level (spin up / spin down) ... -0.1165 / -0.1203 Eh